[1]
DFT (ωB97M-V with the def2-TZVPD basis set) results for a structure of composition C40H51As2PPtS3Si2.

Summary:
Electronic energy = -224772.004 eV
Relative energy (zero: lowest compared OMol25 entry of this formula, charge and spin) = 5.9 kcal/mol
E_HOMO = -13.2908 eV
Multiplicity = 1
LUMO energy = -7.7 eV
Total charge = +2
Orbital gap = 5.60 eV

```
100
Properties=species:S:1:pos:R:3:forces:R:3:lowdin_charge:R:1
Pt 0.1051 0.1804 -0.0535 -0.236 -0.738 0.967 0.492
S 0.3245 0.8184 2.3204 -0.207 0.332 -0.012 0.304
P 0.3295 2.7336 1.6207 -0.092 -0.074 0.046 0.260
S 0.6704 2.4546 -0.3644 0.091 0.320 -0.552 0.365
C -1.2521 3.5566 1.8542 -0.065 0.119 0.081 -0.395
C -1.9577 4.0999 0.7862 0.059 0.103 0.024 -0.127
C -3.1227 4.8211 1.0178 -0.025 -0.012 0.005 -0.076
C -3.5914 4.9850 2.3141 0.027 -0.021 -0.008 -0.056
C -2.8889 4.4386 3.3836 -0.003 0.014 -0.017 -0.047
C -1.7149 3.7399 3.1579 -0.053 -0.116 0.054 -0.069
C 1.5484 3.7442 2.4272 0.132 0.085 0.058 -0.387
C 1.4973 5.1280 2.2310 -0.061 -0.005 0.012 -0.070
C 2.4584 5.9364 2.8099 0.025 -0.023 0.021 -0.049
C 3.4593 5.3705 3.5926 -0.002 0.035 -0.006 -0.042
C 3.5089 3.9982 3.7904 -0.009 0.000 -0.021 -0.052
C 2.5591 3.1776 3.2008 0.068 -0.016 -0.014 -0.088
H -1.5644 4.0026 -0.2163 0.017 0.074 0.037 0.056
H -3.6503 5.2773 0.1892 0.010 -0.010 0.005 0.116
H -4.4921 5.5571 2.4963 0.010 -0.018 -0.004 0.118
H -3.2480 4.5756 4.3949 0.011 0.000 -0.009 0.119
H -1.1645 3.3363 4.0007 0.018 -0.006 -0.027 0.119
H 0.7083 5.5741 1.6357 0.003 -0.024 0.014 0.115
H 2.4239 7.0071 2.6600 0.004 -0.019 0.002 0.118
H 4.2039 6.0078 4.0520 -0.013 -0.018 -0.007 0.119
H 4.2899 3.5652 4.4007 -0.011 0.004 -0.004 0.117
H 2.6092 2.1054 3.3437 -0.035 0.008 -0.013 0.080
C -2.2594 -3.4967 4.5587 0.003 0.002 0.040 -0.051
C -1.1647 -2.6518 4.6783 -0.029 0.023 0.025 -0.054
C -0.5089 -2.1922 3.5470 -0.031 -0.037 -0.014 -0.129
C -0.9590 -2.5826 2.2872 0.052 -0.149 -0.080 -0.389
C -2.0528 -3.4366 2.1636 -0.063 0.109 0.227 -0.097
C -2.7016 -3.8879 3.3052 -0.033 0.016 -0.104 -0.055
As 0.0139 -2.1551 0.6817 0.198 -0.219 -0.361 1.195
C -0.4559 -3.4456 -0.6534 0.037 0.107 0.005 -0.302
C -1.6637 -3.6294 -1.3066 -0.017 -0.048 0.018 -0.114
C -1.7673 -4.6341 -2.2583 0.008 0.002 -0.022 -0.061
C -0.6605 -5.4188 -2.5624 0.026 0.006 0.005 -0.037
C 0.5508 -5.2239 -1.9136 -0.042 -0.010 0.015 0.007
C 0.6611 -4.2379 -0.9398 0.115 0.026 -0.004 -0.182
C 1.8757 -3.9564 -0.1336 0.009 -0.116 -0.005 -0.194
C 3.0641 -4.6753 -0.1816 -0.009 -0.003 -0.019 -0.003
C 4.0907 -4.3676 0.7006 0.007 -0.016 0.007 -0.037
C 3.9475 -3.3548 1.6420 0.032 0.006 -0.035 -0.057
C 2.7738 -2.6160 1.6926 0.059 0.019 -0.065 -0.090
C 1.7632 -2.9198 0.7972 -0.148 -0.015 0.148 -0.289
H -2.7616 -3.8599 5.4456 0.010 0.011 -0.003 0.118
H -0.8131 -2.3563 5.6578 0.007 0.000 -0.013 0.117
H 0.3514 -1.5519 3.6761 0.090 0.001 -0.090 0.057
H -2.4011 -3.7626 1.1958 0.026 -0.041 -0.070 0.088
H -3.5490 -4.5541 3.2084 0.017 -0.001 0.014 0.116
H -2.5221 -3.0104 -1.0743 0.013 0.032 0.006 0.093
H -2.7063 -4.8073 -2.7679 0.011 0.011 0.015 0.116
H -0.7448 -6.1965 -3.3099 -0.002 0.007 0.006 0.119
H 1.3975 -5.8512 -2.1594 -0.010 0.009 -0.003 0.118
H 3.1883 -5.4898 -0.8836 0.007 0.018 0.002 0.118
H 5.0094 -4.9383 0.6644 -0.010 0.012 0.005 0.119
H 4.7532 -3.1401 2.3316 -0.015 -0.004 -0.004 0.118
H 2.6688 -1.8137 2.4128 -0.031 -0.003 -0.004 0.106
C 3.7577 0.1851 -0.0512 0.036 0.021 0.246 -0.175
Si 2.9926 0.0425 -1.7477 -0.260 -0.024 0.049 0.414
C 3.8228 -1.3775 -2.6254 0.103 -0.134 0.059 -0.151
C 3.2991 1.6389 -2.6537 0.008 0.108 -0.095 -0.182
C 1.1018 -0.4818 -1.7243 -0.543 0.483 -0.107 -0.555
Si 0.2402 -0.0458 -3.3979 0.463 -0.190 0.160 0.403
C -1.4001 -0.9324 -3.4606 -0.105 -0.118 0.198 -0.171
C 1.2457 -0.6974 -4.8235 -0.049 0.003 -0.133 -0.166
C -0.0689 1.7771 -3.6333 0.089 0.124 -0.016 -0.184
H 4.5763 0.9099 -0.0864 -0.018 -0.034 -0.024 0.048
H 4.1839 -0.7739 0.2478 -0.020 0.007 0.033 0.022
H 3.0736 0.5110 0.7360 0.000 0.017 -0.018 -0.009
H 4.8914 -1.3491 -2.3891 -0.030 0.001 -0.015 0.051
H 3.7240 -1.3401 -3.7076 -0.041 0.006 -0.043 0.027
H 3.4391 -2.3407 -2.2749 0.034 0.033 -0.007 0.032
H 4.3804 1.8083 -2.6163 -0.027 -0.005 -0.002 0.052
H 2.8233 2.5106 -2.2024 0.018 -0.044 0.017 0.004
H 3.0216 1.6000 -3.7062 -0.011 -0.009 -0.036 0.024
H 1.0948 -1.5678 -1.6194 0.144 -0.123 -0.478 -0.048
H -1.2650 -2.0142 -3.3894 -0.011 0.051 -0.032 0.032
H -1.9157 -0.7172 -4.4007 -0.011 0.033 0.038 0.058
H -2.0340 -0.6294 -2.6225 0.184 -0.015 -0.093 -0.033
H 1.5781 -1.7225 -4.6543 -0.015 -0.023 -0.004 0.041
H 2.1178 -0.0873 -5.0549 0.046 -0.003 0.012 0.032
H 0.6076 -0.7009 -5.7132 0.051 -0.003 0.010 0.048
H -0.5987 2.2382 -2.8030 0.009 0.010 -0.014 -0.040
H -0.6720 1.9117 -4.5367 0.009 -0.018 0.013 0.054
H 0.8542 2.3383 -3.7795 -0.006 -0.005 -0.002 0.031
C -4.9817 1.4728 0.5164 0.055 0.003 0.067 -0.218
As -3.6724 0.7884 -0.6964 0.182 0.020 -0.173 0.862
C -4.5321 -0.6057 -1.6871 -0.074 -0.027 -0.040 -0.225
C -3.1293 2.1748 -1.8967 -0.041 -0.008 -0.082 -0.205
S -2.1510 -0.0105 0.6424 0.158 0.174 0.172 0.250
H -5.8806 1.6950 -0.0579 -0.024 0.035 0.043 0.061
H -4.5849 2.3690 0.9891 -0.016 0.020 0.010 0.029
H -5.1946 0.7174 1.2703 -0.026 -0.002 0.003 0.054
H -5.3874 -0.1696 -2.2042 -0.018 -0.030 0.004 0.062
H -4.8697 -1.3645 -0.9839 -0.028 -0.018 -0.012 0.054
H -3.8384 -1.0297 -2.4088 -0.150 -0.032 0.049 0.014
H -3.9567 2.8800 -1.9672 0.006 0.017 -0.041 0.063
H -2.9120 1.7444 -2.8714 -0.014 -0.011 0.005 0.043
H -2.2476 2.6676 -1.5030 0.000 -0.035 0.003 -0.011
```
Positions in Å, forces in eV/Å.

---

[2]
DFT (ωB97M-V with the def2-TZVPD basis set) results for a cluster of 5 separate species, C5H17NO4 in total.

Summary:
Electronic energy = -15138.593 eV
Relative energy (zero: lowest compared OMol25 entry of this formula, charge and spin) = 63.5 kcal/mol
E_HOMO = -8.4813 eV
Multiplicity = 1
LUMO energy = 0.4 eV
Total charge = 0
Orbital gap = 8.89 eV
SMILES = C=C/C(C)=C/N.O.O.O.O

```
27
Properties=species:S:1:pos:R:3:forces:R:3:lowdin_charge:R:1
C 2.4392 0.3706 1.2379 1.329 0.922 -1.151 0.008
C 1.5690 0.6239 0.2707 -1.403 -0.809 0.262 -0.148
C 0.3725 -0.2017 -0.0619 -1.092 -1.397 -0.949 -0.287
C 0.6043 -1.4302 -0.9619 1.045 1.279 0.143 -0.044
C -0.9063 0.1157 0.1861 1.389 1.213 0.499 -0.229
N -2.0969 -0.4965 -0.2594 0.107 -0.733 0.272 0.056
H 2.4881 -0.4412 1.9425 -0.472 -0.148 -0.034 0.044
H 3.3413 0.9765 1.1590 -0.034 0.020 0.614 0.059
H 1.6763 1.4698 -0.4034 0.556 0.072 0.135 0.110
H 0.7480 -2.3303 -0.3784 -0.377 -0.232 -0.029 0.055
H 1.5580 -1.2693 -1.4797 -0.173 -0.123 -0.178 0.080
H -0.1847 -1.4530 -1.7076 0.051 -0.493 -0.087 0.050
H -1.0104 1.0583 0.7335 -0.758 -0.907 -0.181 0.080
H -1.9315 -1.2901 -0.8692 0.234 0.158 -0.137 0.073
H -2.5832 -0.9010 0.5351 -0.294 0.384 0.018 0.093
O 0.8878 -2.6844 1.8311 -0.044 -0.038 0.433 -0.048
H 0.1212 -2.2085 2.1721 -0.042 -0.004 -0.151 0.048
H 1.6219 -2.2662 2.2908 0.069 -0.145 -0.037 0.023
O -1.9205 2.1179 -1.4151 -1.094 1.974 -1.356 -0.063
H -1.2074 2.1962 -0.7967 0.225 -0.845 0.183 0.005
H -2.2400 1.2341 -1.6000 0.555 -0.472 1.175 -0.003
O -0.2270 1.4054 2.5335 0.151 0.443 0.869 -0.065
H -0.1883 2.2316 2.0416 -0.023 0.105 0.074 0.047
H 0.5970 1.4178 3.0334 -0.015 -0.079 0.015 0.044
O -1.2864 0.2223 -3.3893 -0.131 -0.779 -0.287 -0.051
H -0.3859 0.5437 -3.3208 0.020 0.255 0.071 0.042
H -1.8565 0.9886 -3.3234 0.221 0.378 -0.187 0.019
```
Positions in Å, forces in eV/Å.

---

[3]
DFT (ωB97M-V with the def2-TZVPD basis set) results for the molecule C3HN3O.

Summary:
Electronic energy = -9641.248 eV
Relative energy (zero: lowest compared OMol25 entry of this formula, charge and spin) = 36.2 kcal/mol
E_HOMO = -9.6581 eV
Multiplicity = 1
LUMO energy = -0.5 eV
Total charge = 0
Orbital gap = 9.17 eV

```
8
Properties=species:S:1:pos:R:3:forces:R:3:lowdin_charge:R:1
N 0.3007 1.0708 -1.0261 -0.476 -0.397 -0.727 -0.018
C -0.0573 1.4827 -2.0684 0.399 0.398 0.398 0.062
C 0.2896 0.1776 0.0289 -0.137 0.168 -0.029 -0.310
C -0.9117 -0.0465 0.8199 0.050 -0.295 0.188 -0.237
O -1.0630 -1.0178 1.5250 -0.040 0.330 -0.049 0.041
N 1.9227 -1.6321 0.0341 -0.558 0.726 0.047 0.311
N 1.1912 -0.7829 0.0024 0.674 -0.778 0.086 0.021
H -1.6721 0.7483 0.6842 0.087 -0.151 0.086 0.131
```
Positions in Å, forces in eV/Å.

---

[4]
DFT (ωB97M-V with the def2-TZVPD basis set) results for the molecule C2H3NO3.

Summary:
Electronic energy = -9749.921 eV
Relative energy (zero: lowest compared OMol25 entry of this formula, charge and spin) = 142.3 kcal/mol
E_HOMO = -10.8187 eV
Multiplicity = 1
LUMO energy = -2.0 eV
Total charge = 0
Orbital gap = 8.86 eV
SMILES = O=CC(=O)NO

```
9
Properties=species:S:1:pos:R:3:forces:R:3:lowdin_charge:R:1
O -1.0379 -2.2117 0.4050 2.202 7.627 2.224 0.001
C -0.6978 -0.9816 0.8460 -3.475 -8.809 2.251 -0.074
C -0.5352 0.1168 -0.0789 3.499 0.728 -7.741 -0.389
O -0.6880 0.0361 -1.3713 -2.335 -0.803 3.782 0.010
N 0.4761 1.0001 0.1358 4.235 0.587 1.322 0.067
O 1.3144 1.3718 -1.1876 -3.001 -1.211 3.815 -0.013
H -0.6160 -0.9578 2.0892 0.143 0.653 -3.440 0.185
H 1.2204 0.6830 0.8590 -1.676 1.088 -1.511 0.178
H 0.5642 0.9433 -1.6972 0.407 0.140 -0.702 0.037
```
Positions in Å, forces in eV/Å.

---

[5]
DFT (ωB97M-V with the def2-TZVPD basis set) results for a cluster of 2 separate species, C3H8OS2 in total.

Summary:
Electronic energy = -26949.985 eV
Relative energy (zero: lowest compared OMol25 entry of this formula, charge and spin) = 0.0 kcal/mol
E_HOMO (alpha / beta) = -13.3941 / -13.3843 eV
Multiplicity = 2
LUMO energy (alpha / beta) = -4.6 / -7.8 eV
⟨S²⟩ = 0.754
Total charge = +1
Orbital gap (alpha / beta) = 8.77 / 5.57 eV

```
14
Properties=species:S:1:pos:R:3:forces:R:3:lowdin_charge:R:1
C 2.2331 1.6672 -0.5402 0.237 0.440 -0.109 -0.388
S 1.3255 0.1761 -0.9764 -0.076 -0.179 0.291 0.696
S 1.0759 -0.5167 0.8714 0.316 0.506 0.101 0.619
H 2.1263 1.9008 0.5210 0.055 -0.071 -0.142 0.043
H 3.2847 1.4974 -0.8029 -0.200 -0.053 0.164 0.070
H 1.8672 2.5073 -1.1359 -0.122 -0.232 -0.009 0.065
H 0.8280 -1.7872 0.5712 -0.322 -0.433 -0.377 -0.104
O -1.8887 -0.8689 -0.7118 0.247 0.076 0.180 -0.012
C -2.7132 -0.7162 0.1596 0.149 0.001 -0.290 -0.302
C -2.5807 0.2349 1.2999 -0.281 0.274 0.540 -0.061
H -3.6381 -1.3101 0.1396 -0.089 -0.108 0.011 0.126
H -1.9808 1.1151 1.1033 0.238 0.029 -0.388 0.074
H -3.5680 0.5811 1.6087 0.006 -0.103 0.079 0.086
H -2.1318 -0.2671 2.1644 -0.158 -0.147 -0.051 0.087
```
Positions in Å, forces in eV/Å.